Molecular formula: C43H55AsCl3N5OPRuS2Se2Si
Method: DFT, ωB97M-V with the def2-TZVPD basis set

HOMO-LUMO gap (alpha / beta) in Ha: 0.26116 / 0.26140
Lowest unoccupied orbital energy (alpha / beta) in eV: -4.82 / -4.96
Spin multiplicity: 2
ΔE to the lowest compared entry with this formula, charge and spin in kJ/mol: 53.1
Total charge: +2

Element x y z (Å)
1 Ru -0.86 0.09 -0.46
2 C -6.33 1.25 0.36
3 Si -5.54 2.39 1.59
4 C -6.05 4.14 1.20
5 C -6.02 1.92 3.31
6 C -3.64 2.40 1.53
7 C -3.00 3.32 2.35
8 C -1.61 3.43 2.42
9 C -0.86 2.58 1.63
10 N -1.46 1.68 0.84
11 C -2.79 1.58 0.79
12 S -3.22 0.27 -0.30
13 H -7.41 1.41 0.41
14 H -6.14 0.20 0.58
15 H -6.01 1.44 -0.67
16 H -7.13 4.23 1.22
17 H -5.70 4.43 0.21
18 H -5.65 4.85 1.92
19 H -7.10 1.91 3.42
20 H -5.61 2.62 4.05
21 H -5.64 0.92 3.56
22 H -3.60 3.98 2.98
23 H -1.13 4.13 3.07
24 H 0.22 2.58 1.63
25 Se 1.42 0.25 0.80
26 P 0.54 -0.97 2.34
27 Se -1.39 -1.49 1.47
28 C 0.32 -0.07 3.88
29 C 1.04 1.10 4.13
30 C 0.87 1.77 5.33
31 C -0.02 1.27 6.28
32 C -0.73 0.11 6.03
33 C -0.56 -0.56 4.83
34 C 1.57 -2.39 2.74
35 C 0.98 -3.56 3.22
36 C 1.78 -4.63 3.60
37 C 3.16 -4.53 3.50
38 C 3.75 -3.37 3.01
39 C 2.95 -2.29 2.63
40 H 1.73 1.48 3.39
41 H 1.43 2.67 5.54
42 H -0.15 1.80 7.22
43 H -1.41 -0.28 6.78
44 H -1.13 -1.47 4.64
45 H -0.10 -3.65 3.29
46 H 1.33 -5.54 3.97
47 H 3.79 -5.36 3.79
48 H 4.82 -3.29 2.92
49 H 3.41 -1.39 2.25
50 Cl 0.97 -6.79 -0.83
51 C 1.93 -5.42 -1.29
52 C 2.11 -4.38 -0.39
53 C 2.86 -3.28 -0.78
54 C 3.42 -3.19 -2.05
55 C 4.25 -1.99 -2.45
56 C 3.62 -1.14 -3.59
57 N 2.58 -0.22 -3.10
58 C 2.53 1.13 -3.33
59 C 1.43 1.58 -2.66
60 N 0.81 0.53 -2.02
61 C 1.54 -0.53 -2.31
62 O 4.46 -1.20 -1.31
63 C 5.75 -0.59 -1.25
64 C 5.97 -0.09 0.14
65 C 6.80 -0.66 1.05
66 Cl 7.80 -2.03 0.81
67 S 6.76 0.12 2.57
68 C 5.60 1.25 2.01
69 C 5.27 1.03 0.71
70 C 3.23 -4.27 -2.92
71 Cl 3.98 -4.27 -4.49
72 C 2.49 -5.38 -2.56
73 H 1.69 -4.44 0.60
74 H 3.02 -2.47 -0.09
75 H 5.21 -2.36 -2.83
76 H 3.18 -1.79 -4.35
77 H 4.38 -0.53 -4.06
78 H 3.27 1.64 -3.92
79 H 1.11 2.60 -2.56
80 H 1.39 -1.52 -1.91
81 H 5.82 0.24 -1.97
82 H 6.51 -1.33 -1.51
83 H 5.24 2.02 2.66
84 H 4.57 1.63 0.15
85 H 2.36 -6.20 -3.25
86 N -2.54 4.71 -3.47
87 C -2.95 3.34 -3.99
88 C -2.95 2.38 -2.81
89 N -1.66 2.30 -2.15
90 C -1.24 3.62 -1.69
91 C -1.19 4.66 -2.79
92 H -3.24 5.02 -2.79
93 H -2.54 5.39 -4.23
94 H -2.22 3.07 -4.74
95 H -3.93 3.45 -4.45
96 H -3.27 1.39 -3.15
97 H -3.69 2.70 -2.07
98 H -0.97 1.89 -2.77
99 H -0.26 3.55 -1.21
100 H -1.94 3.94 -0.91
101 H -0.47 4.40 -3.57
102 H -0.97 5.66 -2.42
103 C -2.74 -1.29 -3.41
104 As -1.53 -1.80 -1.99
105 C -0.33 -2.96 -2.97
106 C -2.62 -3.14 -1.12
107 H -2.98 -2.19 -3.97
108 H -2.28 -0.56 -4.09
109 H -3.65 -0.88 -2.99
110 H -0.93 -3.73 -3.44
111 H 0.38 -3.42 -2.28
112 H 0.21 -2.41 -3.74
113 H -3.07 -3.77 -1.89
114 H -3.41 -2.66 -0.54
115 H -2.00 -3.74 -0.46


Molecular formula: C43H55BI2KN12O4S4
Method: DFT, ωB97M-V with the def2-TZVPD basis set

HOMO-LUMO gap in Ha: 0.25029
Lowest unoccupied orbital energy in eV: 2.12
Spin multiplicity: 1
ΔE to the lowest compared entry with this formula, charge and spin in kJ/mol: 153.5
Total charge: -1

Element x y z (Å)
1 K -0.30 -0.19 0.83
2 C -1.04 -4.24 -3.04
3 C -0.02 -3.92 -4.14
4 C -0.66 -4.21 -5.49
5 C 1.23 -4.79 -4.00
6 N 0.34 -2.48 -4.06
7 C 0.05 -1.53 -5.03
8 C 0.41 -0.34 -4.55
9 N 0.93 -0.53 -3.28
10 B 1.22 0.59 -2.23
11 N 0.62 1.92 -2.77
12 C 1.31 2.97 -3.33
13 C 0.46 4.00 -3.47
14 N -0.79 3.57 -3.00
15 C -0.67 2.28 -2.56
16 S -1.88 1.24 -1.96
17 C -1.92 4.49 -2.70
18 C -2.06 4.61 -1.19
19 C -3.21 3.98 -3.35
20 C -1.62 5.87 -3.29
21 N 2.77 0.72 -2.06
22 C 3.67 0.59 -3.10
23 C 4.91 0.57 -2.58
24 N 4.79 0.71 -1.20
25 C 3.46 0.78 -0.89
26 S 2.80 0.93 0.67
27 C 5.92 0.51 -0.24
28 C 5.73 -0.84 0.45
29 C 5.99 1.65 0.77
30 C 7.22 0.49 -1.04
31 C 0.88 -1.84 -2.97
32 S 1.47 -2.50 -1.52
33 H -1.24 -5.32 -3.03
34 H -1.98 -3.71 -3.23
35 H -0.66 -3.95 -2.06
36 H -0.92 -5.27 -5.53
37 H 0.02 -3.99 -6.32
38 H -1.58 -3.63 -5.64
39 H 0.95 -5.84 -4.10
40 H 1.71 -4.63 -3.04
41 H 1.94 -4.54 -4.79
42 H -0.38 -1.78 -5.98
43 H 0.33 0.64 -4.99
44 H 0.73 0.30 -1.21
45 H 2.36 2.92 -3.56
46 H 0.63 4.98 -3.86
47 H -2.29 3.64 -0.75
48 H -2.86 5.31 -0.94
49 H -1.13 4.97 -0.76
50 H -3.49 3.00 -2.95
51 H -3.09 3.89 -4.43
52 H -4.01 4.69 -3.14
53 H -0.76 6.33 -2.81
54 H -2.49 6.50 -3.12
55 H -1.44 5.82 -4.37
56 H 3.35 0.51 -4.12
57 H 5.85 0.49 -3.08
58 H 4.81 -0.85 1.03
59 H 6.56 -1.01 1.15
60 H 5.70 -1.65 -0.28
61 H 5.18 1.61 1.49
62 H 5.97 2.62 0.27
63 H 6.94 1.56 1.32
64 H 7.28 -0.36 -1.72
65 H 8.05 0.39 -0.33
66 H 7.37 1.41 -1.60
67 N -1.31 -6.56 6.95
68 C -1.45 -5.38 6.22
69 C -2.69 -4.98 5.74
70 C -2.83 -3.79 5.05
71 C -1.73 -2.96 4.83
72 C -0.49 -3.36 5.31
73 C -0.35 -4.55 6.00
74 S -2.05 -1.50 3.89
75 O -3.47 -1.30 3.95
76 O -1.33 -0.35 4.54
77 N -1.43 -1.62 2.43
78 C -2.24 -2.27 1.51
79 N -3.09 -3.24 1.91
80 C -3.94 -3.70 1.01
81 C -3.99 -3.25 -0.29
82 C -3.01 -2.34 -0.64
83 N -2.11 -1.89 0.22
84 H -2.02 -7.25 6.79
85 H -0.38 -6.94 6.99
86 H -3.56 -5.62 5.90
87 H -3.80 -3.49 4.67
88 H 0.39 -2.75 5.14
89 H 0.63 -4.84 6.36
90 H -4.62 -4.48 1.36
91 H -4.72 -3.60 -1.01
92 H -2.92 -1.95 -1.65
93 O 1.32 -3.09 1.99
94 H 1.89 -2.86 1.25
95 H 0.42 -3.00 1.65
96 O 1.41 3.39 -0.35
97 N 1.10 2.49 0.38
98 I 0.87 -0.26 4.18
99 I 3.73 -0.01 4.18
100 C -5.23 1.34 2.96
101 C -4.69 0.84 1.78
102 C -3.36 1.06 1.46
103 C -2.54 1.79 2.34
104 C -3.09 2.27 3.53
105 C -4.42 2.04 3.84
106 N -1.16 1.91 2.07
107 C -0.53 3.02 2.10
108 C -1.13 4.36 2.17
109 C -0.35 5.44 2.23
110 C 1.11 5.36 2.29
111 C 1.72 4.18 2.21
112 C 0.96 2.94 1.93
113 H -6.27 1.15 3.21
114 H -5.31 0.27 1.10
115 H -2.95 0.67 0.53
116 H -2.44 2.78 4.23
117 H -4.82 2.41 4.77
118 H -2.21 4.44 2.14
119 H -0.82 6.42 2.26
120 H 1.68 6.27 2.42
121 H 2.80 4.09 2.24
122 H 1.35 2.10 2.48


Molecular formula: C43H55Cl3N2O4P2RuS2
Method: DFT, ωB97M-V with the def2-TZVPD basis set

HOMO-LUMO gap (alpha / beta) in Ha: 0.19064 / 0.19756
Lowest unoccupied orbital energy (alpha / beta) in eV: -4.54 / -4.35
Spin multiplicity: 2
Total charge: +1

Element x y z (Å)
1 Ru 1.09 -1.34 0.79
2 Cl -1.15 -1.33 1.72
3 C -2.01 -2.69 1.11
4 C -3.29 -2.90 1.60
5 C -4.02 -4.00 1.16
6 C -3.44 -4.89 0.27
7 C -2.17 -4.67 -0.22
8 C -1.44 -3.55 0.18
9 P 0.19 -3.20 -0.58
10 C -0.18 -2.87 -2.33
11 C -1.45 -2.88 -2.88
12 C -1.63 -2.55 -4.21
13 C -0.54 -2.21 -5.00
14 C 0.74 -2.19 -4.45
15 C 0.92 -2.51 -3.12
16 C 0.91 -4.89 -0.63
17 C 1.23 -5.52 -1.83
18 C 1.82 -6.78 -1.81
19 C 2.13 -7.40 -0.61
20 C 1.80 -6.78 0.58
21 C 1.20 -5.53 0.57
22 H -3.71 -2.22 2.32
23 H -5.02 -4.16 1.52
24 H -3.99 -5.76 -0.06
25 H -1.70 -5.37 -0.90
26 H -2.31 -3.13 -2.27
27 H -2.62 -2.57 -4.63
28 H -0.69 -1.96 -6.04
29 H 1.58 -1.90 -5.06
30 H 1.91 -2.50 -2.69
31 H 1.01 -5.05 -2.77
32 H 2.05 -7.27 -2.75
33 H 2.61 -8.37 -0.61
34 H 2.02 -7.26 1.52
35 H 0.94 -5.06 1.51
36 Cl 4.21 0.40 2.35
37 C 1.73 -1.54 2.80
38 Cl 1.16 -3.18 3.03
39 H 1.21 -0.91 3.52
40 H 2.81 -1.53 2.99
41 O -0.27 1.13 0.32
42 S -0.39 0.27 -1.21
43 O 0.97 -0.16 -1.32
44 O -1.31 -0.77 -0.89
45 O -0.84 1.27 -2.11
46 N 5.79 -3.19 -3.72
47 C 5.31 -1.98 -3.32
48 S 5.55 -0.67 -4.40
49 C 4.58 -1.81 -2.12
50 C 4.21 -0.52 -1.67
51 C 3.45 -0.37 -0.55
52 N 3.02 -1.42 0.19
53 C 3.44 -2.66 -0.17
54 C 4.19 -2.90 -1.29
55 H 6.44 -3.18 -4.48
56 H 5.96 -3.89 -3.01
57 H 4.54 0.35 -2.22
58 H 3.15 0.61 -0.19
59 H 3.16 -3.47 0.50
60 H 4.45 -3.92 -1.53
61 C 0.50 6.24 -1.18
62 C 1.57 5.16 -0.98
63 C 1.12 4.17 0.10
64 C -0.41 3.99 0.08
65 C -0.91 4.14 -1.36
66 C -0.76 5.60 -1.79
67 P -0.91 2.42 0.93
68 C -2.75 2.19 1.03
69 C -3.35 1.56 -0.23
70 C -4.87 1.52 -0.09
71 C -5.47 2.94 -0.01
72 C -4.40 3.98 0.30
73 C -3.49 3.49 1.42
74 C -0.28 2.33 2.67
75 C -0.71 3.56 3.49
76 C 0.19 3.74 4.73
77 C 0.68 2.39 5.22
78 C 1.66 1.81 4.20
79 C 1.23 2.10 2.76
80 H 0.88 7.02 -1.84
81 H 0.27 6.70 -0.22
82 H 2.51 5.62 -0.68
83 H 1.72 4.65 -1.93
84 H 1.41 4.56 1.08
85 H 1.61 3.21 -0.05
86 H -0.87 4.78 0.67
87 H -1.95 3.84 -1.45
88 H -0.35 3.47 -2.01
89 H -1.63 6.18 -1.49
90 H -0.69 5.64 -2.88
91 H -2.87 1.46 1.83
92 H -2.96 0.55 -0.36
93 H -3.07 2.10 -1.14
94 H -5.12 0.97 0.82
95 H -5.30 0.98 -0.93
96 H -6.24 2.97 0.76
97 H -5.95 3.19 -0.96
98 H -4.87 4.92 0.61
99 H -3.81 4.20 -0.59
100 H -4.11 3.29 2.30
101 H -2.79 4.27 1.70
102 H -0.77 1.43 3.07
103 H -1.74 3.42 3.82
104 H -0.66 4.46 2.89
105 H -0.37 4.26 5.51
106 H 1.06 4.35 4.47
107 H -0.17 1.73 5.37
108 H 1.18 2.49 6.19
109 H 1.77 0.74 4.38
110 H 2.65 2.25 4.36
111 H 1.51 1.25 2.12
112 H 1.75 2.98 2.40


Molecular formula: C43H55F40N3O6P
Method: DFT, ωB97M-V with the def2-TZVPD basis set

HOMO-LUMO gap in Ha: 0.31055
Lowest unoccupied orbital energy in eV: -3.77
Spin multiplicity: 1
Total charge: +1

Element x y z (Å)
1 C 5.10 -2.57 1.45
2 C 5.32 -1.20 0.52
3 C 4.11 -0.92 -0.55
4 C 3.57 0.66 -0.55
5 C 1.95 0.79 -0.33
6 C 1.08 0.84 -1.75
7 C -0.55 0.87 -1.36
8 C -1.20 -0.50 -1.96
9 N -2.55 -0.89 -1.41
10 C -2.63 -0.91 0.12
11 C -3.12 0.49 0.80
12 C -2.59 0.42 2.39
13 C -3.00 1.87 3.09
14 C -3.18 -0.88 3.20
15 C -2.74 -2.35 -1.88
16 C -1.91 -3.47 -1.01
17 C -2.19 -4.96 -1.59
18 C -3.16 -5.15 -2.85
19 N -3.90 -4.18 -3.71
20 C -3.61 -2.83 -3.13
21 P -3.87 0.21 -1.91
22 N -5.47 -0.62 -1.65
23 O -3.74 0.61 -3.64
24 H 4.04 -2.49 1.97
25 H 5.90 -2.57 2.32
26 H 5.21 -3.57 0.83
27 H 5.49 -0.31 1.26
28 H 6.35 -1.35 -0.06
29 H 4.55 -1.11 -1.62
30 H 3.19 -1.64 -0.39
31 H 4.08 1.14 0.41
32 H 3.99 1.28 -1.47
33 H 1.71 1.75 0.31
34 H 1.62 -0.17 0.28
35 H 1.39 -0.12 -2.35
36 H 1.40 1.78 -2.37
37 H -0.56 0.96 -0.18
38 H -0.98 1.87 -1.78
39 H -0.37 -1.33 -1.89
40 H -1.35 -0.31 -3.13
41 H -1.60 -1.22 0.62
42 H -3.51 -1.68 0.37
43 H -4.31 0.58 0.91
44 H -2.64 1.46 0.37
45 H -1.40 0.35 2.29
46 H -2.27 2.74 2.70
47 H -2.90 1.74 4.27
48 H -4.11 2.17 2.80
49 H -2.89 -0.73 4.34
50 H -2.61 -1.88 2.85
51 H -4.34 -0.94 3.05
52 H -1.21 -3.29 -0.10
53 H -1.68 -5.88 -1.08
54 H -3.34 -6.28 -3.18
55 H -4.15 -1.96 -3.75
56 H -6.02 0.11 -1.12
57 H -5.33 -1.47 -1.04
58 H -4.66 0.36 -3.99
59 C -0.02 1.30 -5.41
60 C -0.49 2.76 -5.29
61 C -1.60 3.16 -6.25
62 F -1.23 3.04 -7.54
63 F -1.95 4.46 -6.07
64 F 0.58 3.59 -5.40
65 F -0.95 2.93 -4.01
66 O 1.16 1.09 -6.19
67 C 0.95 0.97 -7.59
68 C 1.62 2.10 -8.39
69 F 1.17 3.32 -8.01
70 F 1.36 1.98 -9.72
71 F -0.38 0.87 -7.84
72 F 1.49 -0.23 -7.95
73 H 0.27 0.99 -4.40
74 H -0.83 0.62 -5.69
75 H -2.50 2.55 -6.09
76 H 2.71 2.08 -8.25
77 C -3.34 5.05 -3.02
78 C -3.00 6.36 -2.30
79 C -2.56 6.19 -0.85
80 F -3.52 5.63 -0.08
81 F -2.28 7.40 -0.29
82 F -4.05 7.22 -2.40
83 F -1.98 6.95 -2.99
84 O -4.73 4.71 -3.09
85 C -5.24 4.03 -1.94
86 C -6.32 4.84 -1.20
87 F -5.84 6.03 -0.78
88 F -6.75 4.17 -0.10
89 F -4.22 3.66 -1.14
90 F -5.78 2.87 -2.42
91 H -3.06 5.20 -4.07
92 H -2.73 4.21 -2.69
93 H -1.65 5.58 -0.78
94 H -7.18 5.03 -1.85
95 C -2.80 -5.78 6.58
96 C -2.15 -4.81 5.57
97 C -1.35 -3.68 6.18
98 F -2.11 -2.88 6.97
99 F -0.82 -2.88 5.22
100 F -3.11 -4.34 4.73
101 F -1.31 -5.56 4.78
102 O -4.17 -5.54 6.88
103 C -4.41 -4.56 7.90
104 C -5.17 -3.34 7.37
105 F -4.49 -2.72 6.37
106 F -5.34 -2.41 8.35
107 F -3.24 -4.25 8.50
108 F -5.16 -5.19 8.85
109 H -2.79 -6.77 6.10
110 H -2.19 -5.91 7.48
111 H -0.51 -4.06 6.78
112 H -6.15 -3.62 6.99
113 C 6.90 1.19 -6.61
114 C 7.24 2.50 -5.88
115 C 7.69 2.33 -4.43
116 F 6.73 1.77 -3.66
117 F 7.96 3.54 -3.87
118 F 6.19 3.35 -5.98
119 F 8.27 3.09 -6.57
120 O 5.51 0.85 -6.67
121 C 5.00 0.16 -5.52
122 C 3.92 0.97 -4.78
123 F 4.40 2.17 -4.36
124 F 3.49 0.31 -3.68
125 F 6.03 -0.21 -4.72
126 F 4.46 -0.99 -6.00
127 H 7.19 1.33 -7.65
128 H 7.51 0.34 -6.27
129 H 8.59 1.72 -4.36
130 H 3.06 1.16 -5.43
131 C 4.38 -1.98 6.77
132 C 4.76 -0.92 7.81
133 C 4.90 -1.43 9.23
134 F 3.74 -1.95 9.70
135 F 5.23 -0.42 10.08
136 F 3.88 0.12 7.73
137 F 5.97 -0.40 7.42
138 O 2.99 -2.05 6.42
139 C 2.18 -2.83 7.29
140 C 1.11 -2.00 8.01
141 F 1.67 -1.01 8.76
142 F 0.39 -2.77 8.87
143 F 2.98 -3.52 8.14
144 F 1.58 -3.76 6.50
145 H 4.88 -1.70 5.83
146 H 4.79 -2.97 7.00
147 H 5.67 -2.20 9.31
148 H 0.43 -1.54 7.30